Molecular formula: C42H121N9O14
Method: DFT, wB97M-V/def2-TZVPD

The geometry in XYZ format:
```
186
Properties=species:S:1:pos:R:3
C 26.24765 5.69337 15.02560
C 27.59012 4.91976 15.17105
O 27.66700 4.54468 16.55097
H 26.28267 6.47571 14.26743
H 25.88397 6.27343 15.87375
H 25.45092 4.99146 14.77932
H 28.37519 5.65381 14.98960
H 27.64877 4.01670 14.56348
H 27.43421 3.61637 16.62604
C 28.76197 -0.25177 5.28814
C 28.95520 0.93082 6.24759
O 27.87134 1.22008 7.10208
H 28.53263 -1.22797 5.71537
H 29.69303 -0.46363 4.76244
H 28.03754 0.06024 4.53585
H 29.15935 1.81585 5.64499
H 29.80698 0.77523 6.90970
H 28.25643 1.81363 7.75093
C 27.03328 7.36553 9.60537
C 26.95358 5.89562 9.25619
O 27.40567 5.59419 7.98691
H 26.88332 7.59698 10.65990
H 26.35232 7.99188 9.02910
H 28.03556 7.76199 9.44299
H 25.97832 5.55389 9.60288
H 27.74435 5.53557 9.91432
H 26.80988 5.96636 7.33259
C 25.91168 3.51431 4.23138
C 25.86387 4.42100 5.48836
C 24.87840 5.59340 5.38884
O 25.20983 6.62167 6.35880
C 24.17164 7.62761 6.62611
N 25.78386 3.58822 6.67200
H 25.01936 2.88911 4.19974
H 26.72496 2.79279 4.30930
H 25.96736 4.11363 3.32263
H 26.84893 4.88594 5.52812
H 23.82490 5.36088 5.54438
H 24.86611 6.06307 4.40529
H 23.28088 7.30772 7.16677
H 23.71752 7.97694 5.69883
H 24.49263 8.51533 7.17109
H 25.86879 4.17820 7.48736
H 26.41207 2.79742 6.66186
C 21.94007 3.79645 7.64687
C 22.78067 2.47750 7.45182
C 21.84453 1.17967 7.51691
O 21.20754 1.05317 8.86472
C 22.15903 0.91419 9.86688
N 23.24269 2.40784 6.09795
H 22.48205 4.74108 7.60174
H 21.70926 4.05725 8.67973
H 21.00956 3.94216 7.09821
H 23.54214 2.42365 8.22988
H 22.44579 0.30293 7.27623
H 21.06450 1.23452 6.75755
H 22.91567 0.23891 9.46734
H 21.82977 0.69973 10.88359
H 22.59212 1.90962 9.96501
H 24.08342 2.92878 6.30265
H 23.61320 1.49212 5.88753
C 26.33040 2.08118 10.35316
C 26.19823 2.40207 11.84186
C 24.92804 3.25137 12.12353
O 25.19072 4.55342 11.61103
C 24.11174 5.52478 11.75053
N 26.08255 1.12894 12.43201
H 25.68643 1.35666 9.85471
H 27.36708 1.81309 10.14938
H 26.31902 3.02739 9.81219
H 27.09692 2.92488 12.16914
H 24.62080 3.14920 13.16432
H 24.07342 2.76826 11.64988
H 23.94625 5.91821 12.75349
H 23.25269 5.10461 11.22744
H 24.37515 6.45157 11.24088
H 25.32363 0.60145 12.02471
H 25.71907 1.40423 13.33323
C 32.00140 5.41343 8.99203
C 31.04452 6.39776 9.69294
C 30.65122 6.07163 11.18201
O 29.81382 4.91777 11.02091
C 29.58804 4.12050 12.22844
N 31.80301 7.60627 9.86169
H 32.14234 5.63903 7.93500
H 31.61337 4.39683 8.92846
H 32.93491 5.29289 9.54170
H 30.19171 6.69734 9.08379
H 30.09979 6.89825 11.63003
H 31.42883 5.80741 11.89867
H 30.05974 3.13953 12.17116
H 28.50947 4.12950 12.38564
H 29.96076 4.64880 13.10597
H 32.73355 7.51271 10.24307
H 31.83892 8.03840 8.94950
C 23.72061 8.46545 14.19754
C 24.53388 9.74381 13.72400
C 25.17463 9.54112 12.38239
O 25.93858 10.70083 12.02520
C 26.64541 10.62769 10.79907
N 23.53773 10.74678 13.54595
H 24.38342 7.61966 14.38031
H 22.98678 8.10082 13.47876
H 23.16305 8.61909 15.12145
H 25.30988 10.03519 14.43184
H 24.33343 9.48336 11.69163
H 25.76049 8.62299 12.33881
H 27.34447 11.44742 10.63334
H 26.04646 10.34766 9.93250
H 27.21438 9.70516 10.91433
H 22.64405 10.38825 13.24118
H 23.87990 11.36762 12.82652
C 21.14039 13.49183 4.95225
C 21.26898 12.18834 5.75773
C 22.74917 11.96772 6.24777
O 23.60341 11.79601 5.18507
C 24.94957 11.71590 5.62203
N 20.26426 12.22680 6.76300
H 21.68537 13.51004 4.00844
H 21.62959 14.23017 5.58758
H 20.18004 13.93132 4.68266
H 21.23397 11.29014 5.14121
H 22.78816 11.07764 6.87573
H 22.88633 12.80637 6.93039
H 25.39183 12.53587 6.18785
H 25.62529 11.51920 4.78968
H 25.08575 10.81253 6.21656
H 20.18551 11.37887 7.30604
H 20.43983 12.91288 7.48312
C 27.20488 9.84367 2.29604
C 26.96951 8.66947 3.22803
C 28.20534 8.25535 4.13163
O 28.12164 6.87265 4.67399
C 29.27137 6.60571 5.47104
N 25.75221 8.90298 3.95688
H 26.23669 9.89305 1.79777
H 27.92935 9.72145 1.49086
H 27.43731 10.78817 2.78796
H 26.77309 7.75513 2.66812
H 28.23692 8.93289 4.98488
H 29.11045 8.34490 3.53093
H 29.22710 5.64321 5.98069
H 29.41713 7.39912 6.20409
H 30.10018 6.47341 4.77556
H 25.55083 8.26620 4.71454
H 24.98115 9.20863 3.38057
C 31.42168 12.28753 11.61842
C 30.77614 11.49580 10.50480
C 31.72367 11.29597 9.23653
O 31.18282 10.37467 8.24517
C 29.75541 10.43367 7.86716
N 30.49730 10.24543 11.17366
H 30.83981 12.46928 12.52202
H 31.83947 13.23922 11.29002
H 32.33384 11.79080 11.94903
H 29.83284 11.87216 10.10902
H 32.70422 10.93855 9.55098
H 31.94389 12.19301 8.65779
H 29.20601 10.09682 8.74624
H 29.71344 9.66702 7.09348
H 29.51079 11.43341 7.50826
H 30.53291 9.56354 10.42945
H 31.41974 10.15498 11.57493
C 22.81511 9.65206 9.44044
C 21.62628 10.68530 9.72632
C 20.26599 10.00635 9.39452
O 20.17734 9.53138 8.03410
C 19.21373 8.52658 7.85871
N 21.73231 11.09474 11.05788
H 22.73602 9.23665 8.43582
H 22.72724 8.82331 10.14297
H 23.71808 10.20695 9.69508
H 21.68538 11.42728 8.93004
H 19.33493 10.48938 9.69103
H 20.22913 9.16604 10.08779
H 19.32188 8.12140 6.85261
H 18.17065 8.61752 8.16173
H 19.49994 7.70042 8.50958
H 21.01978 11.77892 11.26836
H 22.53678 11.70534 11.04821
O 28.85612 9.70781 13.32304
H 29.44427 10.07141 12.66115
H 28.00867 10.11342 13.13987
O 28.75297 3.34133 8.59923
H 28.20192 4.10175 8.41393
H 29.09321 3.50034 9.47967
```

For the HOMO energy, the calculation gives -8.6 eV. For the total energy, the calculation gives -87581.72582 eV. As for the relative energy (zero: lowest compared OMol25 entry of this formula, charge and spin): 0.00 kJ/mol. The LUMO energy comes out at 0.4038 eV. The value obtained for the max |F| is 4.66 eV/A.

Results of the Mulliken charge analysis, in e, for atoms 1 through 5: number 1, C, carries -0.5055; number 2, C, carries -0.1134; number 3, O, carries -0.5872; number 4, H, carries -0.0967; number 5, H, carries 0.4921